No. 1
Density functional theory data (ωB97M-V with the def2-TZVPD basis set) for C5H6Cl2O4RhSSm as an isolated structure at a distorted geometry.

E_HOMO (spin up / spin down) (Ha): -0.8657 / -0.9040
Multiplicity: 10
ΔE to the lowest compared entry with this formula, charge and spin (kJ/mol): 44.2
Gap between HOMO and LUMO (spin up / spin down) (eV): 7.09 / 5.17
<S²>: 24.780
Charge: +4
E_tot (Eh): -2580.24424
Largest force on an atom (Eh/bohr): 0.243

Geometry (Å):
1 Rh 4.5545 -0.0084 0.0913
2 Sm 0.6571 0.4169 0.1774
3 Cl 2.7479 0.1778 1.7366
4 Cl 0.8847 -1.3227 -1.5440
5 C -0.1796 2.5322 -1.3579
6 C 5.6438 -0.5393 1.4487
7 C 6.0882 0.0157 -0.8529
8 O -0.7842 3.1238 -2.1396
9 O 6.4591 -0.9110 2.1910
10 O 7.2060 -0.0054 -1.1745
11 C -3.4819 0.2832 -1.0528
12 S -3.0456 0.5465 0.6896
13 C -3.5297 -1.1211 1.2489
14 O -1.4925 0.5362 0.6893
15 H -4.5802 0.2930 -1.1554
16 H -3.0968 -0.6869 -1.3936
17 H -3.0721 1.0841 -1.6874
18 H -3.1352 -1.8965 0.5720
19 H -3.2147 -1.3390 2.2844
20 H -4.6285 -1.1791 1.2289

No. 2
Density functional theory data (ωB97M-V with the def2-TZVPD basis set) for C5H6Cl3N3O2S as an isolated structure at a distorted geometry.

E_HOMO (spin up / spin down) (Ha): -0.3197 / -0.3804
ΔE to the lowest compared entry with this formula, charge and spin (kJ/mol): 177.5
Gap between HOMO and LUMO (spin up / spin down) (eV): 5.87 / 8.96
E_tot (Eh): -2287.53917
Largest force on an atom (Eh/bohr): 0.080

Geometry (Å):
1 C 0.8082 -0.2904 -0.4479
2 C 1.7611 1.1376 0.9290
3 C 0.9407 1.9935 -1.3914
4 C 0.7940 -2.2333 1.0542
5 C -3.0496 -0.1325 -0.1258
6 N 1.1577 0.9623 -0.3375
7 N 1.1367 -0.8966 0.8054
8 N 1.7160 -0.0804 1.5915
9 O 0.2680 -0.9334 -1.3159
10 O 2.2585 2.1744 1.3139
11 S -2.1321 -1.0420 1.1351
12 Cl -3.3108 -1.0480 -1.6374
13 Cl -4.5422 0.0998 0.7008
14 Cl -2.5111 1.5475 -0.3706
15 H 0.4015 1.5557 -2.3168
16 H 0.2392 2.7359 -1.1480
17 H 1.7669 2.6334 -1.6751
18 H 1.6763 -2.8951 0.9459
19 H 0.4275 -2.5423 2.0438
20 H 0.1935 -2.7462 0.2468

No. 3
Density functional theory data (ωB97M-V with the def2-TZVPD basis set) for one molecule with the formula C5H6ClF at a distorted geometry.

E_HOMO (Ha): -0.3191
ΔE to the lowest compared entry with this formula, charge and spin (kJ/mol): 100.4
Gap between HOMO and LUMO (eV): 9.25
SMILES: CC(/C=C\F)=C\Cl
E_tot (Eh): -754.10329
Largest force on an atom (Eh/bohr): 0.056

Geometry (Å):
1 C 1.2499 1.3981 0.0643
2 C 0.3654 0.1579 0.0435
3 C -1.0959 0.2741 -0.0238
4 C -2.0395 -0.7234 0.0655
5 F -1.8426 -2.0587 0.0485
6 C 0.8454 -1.1166 -0.1155
7 Cl 2.6284 -1.5178 0.0437
8 H 2.3282 0.9898 -0.1387
9 H 0.7878 1.9111 -0.8372
10 H 1.2148 1.9492 1.0172
11 H -1.4454 1.2964 -0.1987
12 H -3.1621 -0.5489 0.1663
13 H 0.1654 -2.0111 -0.1350

No. 4
Density functional theory data (ωB97M-V with the def2-TZVPD basis set) for a 3-piece molecular cluster, C5H6ClF3N2O overall at a distorted geometry.

E_HOMO (Ha): -0.3671
ΔE to the lowest compared entry with this formula, charge and spin (kJ/mol): 383.9
Gap between HOMO and LUMO (eV): 9.69
SMILES: C#C/N=C(\F)Cl.CO/C=N/F.F
E_tot (Eh): -1138.45281
Largest force on an atom (Eh/bohr): 0.088

Geometry (Å):
1 C 0.3977 1.0407 -3.3254
2 C 0.7595 0.3809 -2.3994
3 N 1.2322 -0.3720 -1.4281
4 C 1.7704 -0.1511 -0.2836
5 F 1.8354 1.0622 0.1789
6 Cl 2.0339 -1.4275 0.7656
7 H -0.0695 1.4764 -4.2093
8 C -1.7617 -0.4462 0.7780
9 O -0.9709 0.7766 0.7814
10 C -0.3941 1.0883 1.9239
11 N -0.3263 0.4557 2.9988
12 F 0.4457 1.0376 4.0102
13 H -2.7510 -0.2493 0.4067
14 H -1.8266 -0.6860 1.8579
15 H -1.2129 -1.0397 0.1373
16 H 0.1914 2.0076 1.8673
17 F 0.3431 -2.8955 -1.8185
18 H 0.3038 -2.0586 -2.2415

No. 5
Density functional theory data (ωB97M-V with the def2-TZVPD basis set) for C5H6ClFO7SSn as an isolated structure at a distorted geometry.

E_HOMO (Ha): -0.5829
ΔE to the lowest compared entry with this formula, charge and spin (kJ/mol): 180.0
Gap between HOMO and LUMO (eV): 3.40
Charge: +2
E_tot (Eh): -1892.35848
Largest force on an atom (Eh/bohr): 0.128

Geometry (Å):
1 O -1.8476 -1.9928 3.1333
2 C -0.7776 -1.5605 2.6920
3 Cl 0.3633 -0.6044 3.7336
4 C -0.4197 -1.8287 1.1317
5 C -0.7657 -0.4373 0.3643
6 O -1.6963 0.3253 1.1948
7 S -1.8419 1.7703 0.3183
8 O -2.2296 3.0079 1.0464
9 O -2.8552 1.4416 -0.7410
10 O -0.2029 1.8273 -0.1416
11 C 0.4636 0.5749 0.1082
12 F 1.4658 0.7370 1.1074
13 C 1.3270 -0.0142 -1.1305
14 O 1.7166 1.1725 -1.9594
15 O 1.4677 0.9230 -3.2849
16 H -1.0937 -2.6312 0.6914
17 H 0.6981 -2.0024 0.9711
18 H -1.1471 -0.6329 -0.7011
19 H 2.2895 -0.5090 -0.7071
20 H 0.7465 -0.7845 -1.7583
21 H 0.4984 0.7504 -3.4142
22 Sn 3.8409 0.4678 -2.6544

No. 6
Density functional theory data (ωB97M-V with the def2-TZVPD basis set) for a 2-piece molecular cluster, C5H6ClN3O2 overall at a distorted geometry.

E_HOMO (Ha): -0.2758
ΔE to the lowest compared entry with this formula, charge and spin (kJ/mol): 382.2
Gap between HOMO and LUMO (eV): 7.82
E_tot (Eh): -968.92586
Largest force on an atom (Eh/bohr): 0.080

Geometry (Å):
1 C 0.6894 0.8229 0.1996
2 C 0.0818 -1.3716 -0.6111
3 C 4.2767 -0.0423 0.1388
4 C -1.9366 -0.8046 0.5645
5 C -0.5334 1.3024 0.3214
6 N 0.9032 -0.5022 -0.2158
7 N -1.2451 -1.6674 -0.3001
8 N -1.5314 2.1352 0.0902
9 O 4.1532 0.1666 1.2599
10 O 4.2759 -0.2390 -1.0009
11 Cl -3.6917 -0.6281 0.0650
12 H 1.4593 1.5304 0.4300
13 H 0.5862 -2.2626 -1.2014
14 H -1.8358 -1.0364 1.6349
15 H -1.9274 -2.0123 -0.9775
16 H -2.4066 1.7079 0.1574
17 H -1.3178 2.9011 -0.5550

No. 7
Density functional theory data (ωB97M-V with the def2-TZVPD basis set) for one molecule with the formula C5H6ClNS at a distorted geometry.

E_HOMO (Ha): -0.3356
ΔE to the lowest compared entry with this formula, charge and spin (kJ/mol): 91.6
Gap between HOMO and LUMO (eV): 9.23
SMILES: CS/C(=C\C#N)CCl
E_tot (Eh): -1107.21535
Largest force on an atom (Eh/bohr): 0.046

Geometry (Å):
1 C 1.1515 1.8382 -0.5668
2 S -0.3305 1.4334 0.3864
3 C -0.5581 -0.2865 0.3150
4 C 0.2844 -1.2942 0.1260
5 C 1.7133 -1.2781 -0.1435
6 N 2.8451 -1.3788 -0.3446
7 C -1.9627 -0.6407 0.6615
8 Cl -3.1376 -0.3244 -0.6178
9 H 1.4021 2.9810 -0.4671
10 H 2.0383 1.2537 -0.2398
11 H 0.9181 1.6763 -1.6972
12 H -0.1506 -2.2632 0.0687
13 H -2.2439 -0.0139 1.5492
14 H -1.9693 -1.7028 0.9701

No. 8
Density functional theory data (ωB97M-V with the def2-TZVPD basis set) for C5H6CoO3S as an isolated structure at a distorted geometry.

E_HOMO (spin up / spin down) (Ha): -0.7204 / -0.7288
Multiplicity: 4
ΔE to the lowest compared entry with this formula, charge and spin (kJ/mol): 0.0
Gap between HOMO and LUMO (spin up / spin down) (eV): 10.17 / 6.58
<S²>: 3.772
Charge: +2
E_tot (Eh): -2200.03330
Largest force on an atom (Eh/bohr): 0.203

Geometry (Å):
1 O -0.0087 2.5374 -2.4137
2 C -0.1178 1.5266 -1.8647
3 Co -0.1681 -0.2840 -1.2098
4 C 1.1952 -0.8853 -2.1453
5 C -1.5017 -0.8775 -2.1930
6 O 2.1685 -1.1339 -2.7375
7 O -2.3989 -1.1351 -2.8852
8 C -0.1496 -1.3300 1.7713
9 S 0.8655 -0.1586 0.8308
10 C 0.3405 1.3820 1.6245
11 H -0.4497 -2.1416 1.1038
12 H -1.0258 -0.8145 2.1803
13 H 0.4833 -1.7158 2.5783
14 H -0.6248 1.2297 2.1162
15 H 1.1117 1.6221 2.3653
16 H 0.2805 2.1783 0.8786

No. 9
Density functional theory data (ωB97M-V with the def2-TZVPD basis set) for one molecule with the formula C5H6F2 at a distorted geometry.

E_HOMO (spin up / spin down) (Ha): -0.2597 / -0.3646
Multiplicity: 3
ΔE to the lowest compared entry with this formula, charge and spin (kJ/mol): 34.4
Gap between HOMO and LUMO (spin up / spin down) (eV): 8.10 / 9.08
<S²>: 2.014
E_tot (Eh): -393.63637
Largest force on an atom (Eh/bohr): 0.150

Geometry (Å):
1 C 0.8501 -0.2488 0.4674
2 C 1.4710 -1.3274 0.8776
3 C -0.0005 0.7575 0.2450
4 C -0.6012 0.9379 1.6290
5 C -0.9665 0.5855 -0.8377
6 F 0.2217 1.6621 2.3704
7 F -0.8602 -0.1999 2.3747
8 H 1.1197 -1.9365 1.7496
9 H 2.1898 -1.8827 0.3061
10 H 0.4109 1.7328 0.0905
11 H -1.8237 1.1415 -0.6201
12 H -1.2403 -0.4589 -0.9970
13 H -0.4615 0.9298 -1.7108

No. 10
Density functional theory data (ωB97M-V with the def2-TZVPD basis set) for one molecule with the formula C5H6F2S at a distorted geometry.

E_HOMO (Ha): -0.3245
ΔE to the lowest compared entry with this formula, charge and spin (kJ/mol): 131.0
Gap between HOMO and LUMO (eV): 9.13
SMILES: C=C(SC)/C(F)=C/F
E_tot (Eh): -791.96863
Largest force on an atom (Eh/bohr): 0.058

Geometry (Å):
1 C -0.3313 2.0242 -0.3336
2 C -0.0745 0.6823 -0.3846
3 S -1.3456 -0.4602 -0.8369
4 C -1.6388 -1.1249 0.8321
5 C 1.2866 0.2403 -0.1844
6 F 2.1550 1.1902 0.2474
7 C 1.7630 -0.9350 -0.6358
8 F 2.9724 -1.3381 -0.2658
9 H -1.2657 2.4169 -0.6007
10 H 0.4471 2.6518 0.0018
11 H -2.5486 -1.7640 0.7813
12 H -0.7809 -1.7039 1.0714
13 H -1.7736 -0.3222 1.5429
14 H 1.1348 -1.5573 -1.2351

What did the first record say?
Density functional theory data (ωB97M-V with the def2-TZVPD basis set) for C5H6Cl2O4RhSSm as an isolated structure at a distorted geometry.

E_HOMO (spin up / spin down) (Ha): -0.8657 / -0.9040
Multiplicity: 10
ΔE to the lowest compared entry with this formula, charge and spin (kJ/mol): 44.2
Gap between HOMO and LUMO (spin up / spin down) (eV): 7.09 / 5.17
<S²>: 24.780
Charge: +4
E_tot (Eh): -2580.24424
Largest force on an atom (Eh/bohr): 0.243

Geometry (Å):
1 Rh 4.5545 -0.0084 0.0913
2 Sm 0.6571 0.4169 0.1774
3 Cl 2.7479 0.1778 1.7366
4 Cl 0.8847 -1.3227 -1.5440
5 C -0.1796 2.5322 -1.3579
6 C 5.6438 -0.5393 1.4487
7 C 6.0882 0.0157 -0.8529
8 O -0.7842 3.1238 -2.1396
9 O 6.4591 -0.9110 2.1910
10 O 7.2060 -0.0054 -1.1745
11 C -3.4819 0.2832 -1.0528
12 S -3.0456 0.5465 0.6896
13 C -3.5297 -1.1211 1.2489
14 O -1.4925 0.5362 0.6893
15 H -4.5802 0.2930 -1.1554
16 H -3.0968 -0.6869 -1.3936
17 H -3.0721 1.0841 -1.6874
18 H -3.1352 -1.8965 0.5720
19 H -3.2147 -1.3390 2.2844
20 H -4.6285 -1.1791 1.2289